Formula: C48H92O12S4
Source: OMol25
Level of theory: the ωB97M-V functional and the def2-TZVPD basis

The value obtained for the HOMO energy (spin up / spin down) is -0.4022 / -0.4022 hartree. Its expectation value of S² is 0.769. Its energy is -119165.9861 eV. For the HOMO-LUMO gap (spin up / spin down), the calculation gives 6.29 / 2.22 eV. The spin multiplicity is 2. As for the net charge: +1. The calculation puts the maximum force at 3.7 eV Å⁻¹. For the LUMO energy (spin up / spin down), the calculation gives -4.66 / -8.72 eV.

Bonds (Å) are listed after each position.
Positions of all 156 atoms, in Å:
1 O -22.7076 -13.9374 3.1888  S2 1.465
2 S -23.3977 -14.0709 4.4746  O1 1.465, O3 1.457, O4 1.645, C7 1.872
3 O -24.4676 -15.0577 4.5522  S2 1.457
4 O -22.2514 -14.4223 5.6012  S2 1.645, C5 1.440
5 C -21.3504 -15.5065 5.3084  O4 1.440, C6 1.514, H8 1.090, H9 1.090
6 C -20.4119 -15.8224 6.4540  C5 1.514, H10 1.090, H11 1.090, H12 1.090
7 C -23.9281 -12.3654 5.0366  S2 1.872, H13 1.090, H14 1.090, H15 1.090
8 H -20.8254 -15.2301 4.3940  C5 1.090
9 H -21.9380 -16.3830 5.0356  C5 1.090
10 H -19.6209 -15.0732 6.4883  C6 1.090
11 H -19.8023 -16.7036 6.2537  C6 1.090
12 H -20.9271 -15.9728 7.4027  C6 1.090
13 H -24.7387 -12.0278 4.3908  C7 1.090
14 H -23.0373 -11.7373 5.0252  C7 1.090
15 H -24.1772 -12.3306 6.0971  C7 1.090
16 O -25.8689 -18.9234 1.6542  S17 1.451
17 S -24.9127 -19.0606 2.7363  O16 1.451, O18 1.486, O19 1.684, C22 1.852
18 O -24.5780 -20.3646 3.3660  S17 1.486
19 O -23.5109 -18.2489 2.2751  S17 1.684, C20 1.410
20 C -23.5913 -17.0032 1.6205  O19 1.410, C21 1.494, H23 1.090, H24 1.090
21 C -22.2277 -16.3994 1.5270  C20 1.494, H25 1.090, H26 1.090, H27 1.090
22 C -25.5117 -17.9772 4.1132  S17 1.852, H28 1.090, H29 1.090, H30 1.090
23 H -24.3674 -16.3307 1.9861  C20 1.090
24 H -24.0186 -17.1858 0.6345  C20 1.090
25 H -22.2066 -15.4331 1.0229  C21 1.090
26 H -21.6131 -17.0684 0.9248  C21 1.090
27 H -21.7662 -16.3682 2.5140  C21 1.090
28 H -25.7815 -17.0102 3.6886  C22 1.090
29 H -24.7181 -17.8838 4.8546  C22 1.090
30 H -26.3787 -18.4919 4.5273  C22 1.090
31 O -24.1391 -24.3768 7.6781  S32 1.446
32 S -25.0791 -23.7622 6.7669  O31 1.446, O33 1.472, O34 1.695, C37 1.954
33 O -26.5255 -24.0327 6.7251  S32 1.472
34 O -24.9575 -22.0850 6.9806  S32 1.695, C35 1.439
35 C -25.7378 -21.1873 6.1700  O34 1.439, C36 1.462, H38 1.090, H39 1.090
36 C -26.9500 -20.9356 6.9470  C35 1.462, H40 1.090, H41 1.090, H42 1.090
37 C -24.3904 -23.8385 4.9394  S32 1.954, H43 1.090, H44 1.090, H45 1.090
38 H -25.9439 -21.5554 5.1649  C35 1.090
39 H -25.1983 -20.2466 6.0605  C35 1.090
40 H -27.4488 -21.7711 7.4382  C36 1.090
41 H -27.6248 -20.3384 6.3338  C36 1.090
42 H -26.6320 -20.3680 7.8215  C36 1.090
43 H -25.1237 -23.3988 4.2634  C37 1.090
44 H -24.3281 -24.8791 4.6212  C37 1.090
45 H -23.4647 -23.2655 4.8854  C37 1.090
46 O -28.0071 -20.0722 3.7618  S47 1.464
47 S -28.4914 -21.2149 2.9846  O46 1.464, O48 1.429, O49 1.687, C52 1.825
48 O -29.1100 -22.3515 3.5909  S47 1.429
49 O -29.4499 -20.5535 1.7636  S47 1.687, C50 1.405
50 C -28.9884 -19.3972 1.1131  O49 1.405, C51 1.503, H53 1.090, H54 1.090
51 C -30.1407 -18.4997 0.7572  C50 1.503, H55 1.090, H56 1.090, H57 1.090
52 C -27.1611 -21.8446 1.9061  S47 1.825, H58 1.090, H59 1.090, H60 1.090
53 H -28.4341 -19.7890 0.2603  C50 1.090
54 H -28.2748 -18.7754 1.6538  C50 1.090
55 H -31.0862 -19.0419 0.7406  C51 1.090
56 H -30.0514 -18.1094 -0.2566  C51 1.090
57 H -30.2087 -17.7027 1.4977  C51 1.090
58 H -27.5444 -22.5776 1.1962  C52 1.090
59 H -26.3879 -22.3377 2.4952  C52 1.090
60 H -26.6667 -21.0191 1.3942  C52 1.090
61 C -23.1581 -24.5921 2.0901  C62 1.373, C66 1.401, H67 1.080
62 C -21.9358 -24.8808 2.6450  C61 1.373, C63 1.391, H68 1.080
63 C -21.1003 -23.8352 3.0234  C62 1.391, C64 1.390, H69 1.080
64 C -21.3594 -22.5096 2.6938  C63 1.390, C65 1.382, H70 1.080
65 C -22.5797 -22.2234 2.1115  C64 1.382, C66 1.408, H71 1.080
66 C -23.4668 -23.2629 1.7715  C61 1.401, C65 1.408, H72 1.080
67 H -23.8086 -25.3824 1.7455  C61 1.080
68 H -21.6872 -25.8693 3.0021  C62 1.080
69 H -20.2208 -24.1660 3.5559  C63 1.080
70 H -20.6458 -21.7445 2.9617  C64 1.080
71 H -22.7091 -21.1833 1.8511  C65 1.080
72 H -24.3665 -23.0309 1.2210  C66 1.080
73 C -16.3864 -15.5882 -0.5891  C74 1.438, C78 1.383, H79 1.080
74 C -16.9769 -16.5001 -1.5309  C73 1.438, C75 1.387, H80 1.080
75 C -18.3443 -16.7304 -1.5721  C74 1.387, C76 1.387, H81 1.080
76 C -19.1493 -16.0031 -0.7081  C75 1.387, C77 1.426, H82 1.080
77 C -18.6019 -15.0647 0.2153  C76 1.426, C78 1.385, H83 1.080
78 C -17.2350 -14.8403 0.2075  C73 1.383, C77 1.385, H84 1.080
79 H -15.3207 -15.5003 -0.4371  C73 1.080
80 H -16.3210 -17.0606 -2.1806  C74 1.080
81 H -18.8164 -17.4618 -2.2113  C75 1.080
82 H -20.2193 -16.1427 -0.6621  C76 1.080
83 H -19.2138 -14.5239 0.9221  C77 1.080
84 H -16.8096 -14.1377 0.9088  C78 1.080
85 C -22.0123 -20.0819 -0.8736  C86 1.419, C90 1.334, H91 1.080
86 C -21.3723 -19.0737 -1.6396  C85 1.419, C87 1.390, H92 1.080
87 C -22.1569 -18.0534 -2.1651  C86 1.390, C88 1.383, H93 1.080
88 C -23.5284 -18.0670 -1.9864  C87 1.383, C89 1.368, H94 1.080
89 C -24.1147 -19.0363 -1.2190  C88 1.368, C90 1.385, H95 1.080
90 C -23.3384 -20.0748 -0.7318  C85 1.334, C89 1.385, H96 1.080
91 H -21.3608 -20.7882 -0.3806  C85 1.080
92 H -20.3208 -19.1004 -1.8844  C86 1.080
93 H -21.6919 -17.3229 -2.8105  C87 1.080
94 H -24.1549 -17.3482 -2.4937  C88 1.080
95 H -25.1890 -19.0272 -1.1090  C89 1.080
96 H -23.7689 -20.8847 -0.1616  C90 1.080
97 C -30.7828 -16.3136 4.1697  C98 1.527, H103 1.090, H104 1.090, H105 1.090
98 C -30.6437 -17.7510 4.6665  C97 1.527, C99 1.587, H106 1.090, H107 1.090
99 C -29.5945 -17.9618 5.8380  C98 1.587, C100 1.529, H108 1.090, H109 1.090
100 C -30.0328 -17.3852 7.1841  C99 1.529, C101 1.535, H110 1.090, H111 1.090
101 C -29.0493 -17.7559 8.3031  C100 1.535, C102 1.549, H112 1.090, H113 1.090
102 C -29.4228 -17.3796 9.7587  C101 1.549, H114 1.090, H115 1.090, H116 1.090
103 H -31.4758 -16.1842 3.3383  C97 1.090
104 H -29.7578 -16.0649 3.8948  C97 1.090
105 H -31.1262 -15.5990 4.9177  C97 1.090
106 H -31.5878 -18.2514 4.8818  C98 1.090
107 H -30.2950 -18.3475 3.8235  C98 1.090
108 H -28.6366 -17.5726 5.4929  C99 1.090
109 H -29.4599 -19.0311 6.0009  C99 1.090
110 H -30.0709 -16.3124 6.9954  C100 1.090
111 H -31.0681 -17.6446 7.4055  C100 1.090
112 H -28.7964 -18.8157 8.3345  C101 1.090
113 H -28.0866 -17.3283 8.0228  C101 1.090
114 H -28.5382 -17.2272 10.3771  C102 1.090
115 H -30.0290 -16.4972 9.9637  C102 1.090
116 H -29.8844 -18.2386 10.2458  C102 1.090
117 C -23.5013 -13.9666 -2.6949  C118 1.532, H123 1.090, H124 1.090, H125 1.090
118 C -24.5214 -13.8860 -1.5541  C117 1.532, C119 1.580, H126 1.090, H127 1.090
119 C -25.7786 -14.8419 -1.5863  C118 1.580, C120 1.498, H128 1.090, H129 1.090
120 C -26.8949 -14.5132 -0.6435  C119 1.498, C121 1.497, H130 1.090, H131 1.090
121 C -26.6839 -15.0185 0.7493  C120 1.497, C122 1.527, H132 1.090, H133 1.090
122 C -27.8382 -14.7749 1.7182  C121 1.527, H134 1.090, H135 1.090, H136 1.090
123 H -24.0120 -14.0621 -3.6531  C117 1.090
124 H -22.8219 -14.8189 -2.6965  C117 1.090
125 H -22.8793 -13.0743 -2.7658  C117 1.090
126 H -24.0223 -14.0343 -0.5965  C118 1.090
127 H -24.8593 -12.8551 -1.4480  C118 1.090
128 H -25.5208 -15.9006 -1.5569  C119 1.090
129 H -26.1524 -14.6629 -2.5944  C119 1.090
130 H -27.2024 -13.4677 -0.6671  C120 1.090
131 H -27.7836 -15.0470 -0.9804  C120 1.090
132 H -26.4201 -16.0733 0.6727  C121 1.090
133 H -25.7523 -14.5837 1.1115  C121 1.090
134 H -27.5528 -15.1732 2.6918  C122 1.090
135 H -27.9721 -13.7168 1.9432  C122 1.090
136 H -28.7962 -15.0877 1.3028  C122 1.090
137 C -21.8013 -21.2350 5.8590  C138 1.522, H143 1.090, H144 1.090, H145 1.090
138 C -21.1475 -19.8774 6.0719  C137 1.522, C139 1.559, H146 1.090, H147 1.090
139 C -20.1998 -19.8317 7.3087  C138 1.559, C140 1.529, H148 1.090, H149 1.090
140 C -20.8359 -19.9449 8.6943  C139 1.529, C141 1.545, H150 1.090, H151 1.090
141 C -19.8423 -19.5637 9.8148  C140 1.545, C142 1.586, H152 1.090, H153 1.090
142 C -18.8179 -20.7214 10.1705  C141 1.586, H154 1.090, H155 1.090, H156 1.090
143 H -22.4208 -21.4264 6.7352  C137 1.090
144 H -21.1162 -22.0494 5.6238  C137 1.090
145 H -22.4538 -21.1605 4.9890  C137 1.090
146 H -20.5545 -19.6509 5.1859  C138 1.090
147 H -21.9348 -19.1256 6.0165  C138 1.090
148 H -19.8083 -18.8171 7.2344  C139 1.090
149 H -19.3926 -20.5583 7.2166  C139 1.090
150 H -21.6368 -19.2441 8.9298  C140 1.090
151 H -21.2244 -20.9443 8.8902  C140 1.090
152 H -19.3111 -18.6604 9.5149  C141 1.090
153 H -20.4421 -19.3465 10.6986  C141 1.090
154 H -19.4434 -21.5979 10.3396  C142 1.090
155 H -18.1218 -20.8551 9.3425  C142 1.090
156 H -18.2552 -20.5042 11.0784  C142 1.090